# 1
43
Properties=species:S:1:pos:R:3 method="wB97M-V/def2-TZVPD" orbital_gap_ev=8.3 total_charge=+1 e_homo_ev=-12.90 lumo_energy_ev=-4.563 fmax_ev_per_a=9.7
Cl 4.03 0.07 -0.72
Cl -1.54 0.74 2.46
Cl 0.92 7.19 5.71
Cl -0.42 3.22 3.50
Cl 1.16 0.78 3.53
Cl 2.79 6.18 3.72
Cl -0.03 6.42 3.07
Cl 0.94 2.75 -5.09
Cl 2.40 2.03 0.69
Cl 4.42 2.91 -1.21
Cl -0.14 0.06 -4.85
Cl -0.84 2.08 -2.88
Cl -1.88 2.27 -5.59
Cl 5.23 1.75 1.33
Cl 1.60 8.81 3.39
Cl -1.11 1.06 5.32
O -3.94 -3.47 -0.95
O -4.78 -4.85 0.93
N -0.20 -2.53 -1.76
N 1.49 -2.00 0.00
N 1.25 -4.42 -0.60
C 0.27 -1.09 0.20
C -2.78 -2.56 -1.12
C 4.02 1.69 0.02
C -0.22 -1.06 -1.39
C -4.23 -3.69 0.50
C 1.32 7.15 3.97
C -0.48 1.45 3.70
C -1.52 -3.25 -1.90
C -0.48 1.79 -4.60
C 0.84 -3.13 -0.83
H -1.41 -4.37 -1.49
H -0.43 -1.80 0.86
H -1.13 -0.39 -1.69
H 2.27 -4.57 -0.38
H -3.99 -2.89 1.34
H -1.77 -3.32 -3.06
H 0.55 -5.21 -0.55
H -3.10 -1.61 -1.77
H 0.45 -0.08 0.75
H 0.69 -0.47 -1.88
H -2.41 -2.19 -0.06
H 2.18 -1.47 -0.61

***

# 2
27
Properties=species:S:1:pos:R:3 method="wB97M-V/def2-TZVPD" de_lowest_kj_mol=0.0 orbital_gap_ev=5.8 total_charge=+2 e_homo_ev=-14.84 lumo_energy_ev=-9.086 fmax_ev_per_a=4.5
Cl 3.34 -6.64 8.64
O 7.93 -3.55 6.99
N -3.24 1.46 -6.34
N -2.82 3.58 -3.39
N -1.83 1.13 -4.52
C 6.45 -5.37 6.61
C -2.13 1.72 -5.64
C 5.84 -3.58 8.19
C -2.92 2.52 -2.81
C -3.30 4.80 -3.12
C 5.42 -6.17 7.01
C -2.17 1.36 -3.31
C 6.85 -4.02 7.24
C 4.76 -4.31 8.41
C 4.52 -5.61 7.96
H -3.22 1.91 -7.27
H -4.20 4.91 -2.57
H -3.41 5.40 -4.05
H 4.15 -4.10 9.30
H 6.97 -5.74 5.76
H -1.78 0.57 -2.61
H -4.06 1.14 -5.89
H -3.60 2.28 -1.92
H -1.35 2.19 -6.28
H 5.88 -2.74 8.82
H 5.13 -7.03 6.49
H -2.51 5.21 -2.49

***

# 3
27
Properties=species:S:1:pos:R:3 method="wB97M-V/def2-TZVPD" de_lowest_kj_mol=0.0 orbital_gap_ev=8.5 e_homo_ev=-7.84 lumo_energy_ev=0.647 fmax_ev_per_a=0.8
Cl 0.56 -1.38 1.03
S -1.67 2.67 0.40
N -0.75 0.49 -0.79
N 0.71 1.66 0.56
N -2.72 -0.68 -0.22
C 4.16 0.86 -0.42
C -1.74 -0.28 -1.03
C 4.18 -0.52 -0.34
C 1.89 -0.49 0.40
C 3.04 -1.20 0.08
C -2.84 -0.24 1.15
C 1.84 0.90 0.27
C -3.76 -1.57 -0.69
C 3.01 1.56 -0.11
C -0.55 1.48 0.07
H 3.05 -2.27 0.18
H -4.73 -1.09 -0.59
H -1.85 -0.11 1.58
H -1.74 -0.75 -2.02
H -3.60 -1.82 -1.74
H 0.88 2.60 0.89
H -3.38 -0.99 1.72
H -3.76 -2.49 -0.10
H -3.36 0.72 1.21
H 3.00 2.63 -0.18
H 5.05 1.39 -0.72
H 5.07 -1.08 -0.58

***

# 4
35
Properties=species:S:1:pos:R:3 method="wB97M-V/def2-TZVPD" orbital_gap_ev=6.6 e_homo_ev=-7.89 lumo_energy_ev=-1.332 fmax_ev_per_a=8.7
I 1.01 5.06 -1.76
F -0.22 0.64 0.73
F 1.61 -1.38 0.33
F 0.81 -4.60 3.63
F -1.50 -4.35 1.96
F -0.04 -2.61 3.53
F -0.78 -1.07 1.93
F -0.36 -3.05 0.64
F 2.45 0.31 1.41
O -1.47 2.10 -3.80
O 1.88 -3.06 2.43
O -1.35 4.48 -3.14
N 0.71 3.24 -2.76
C -2.18 1.31 -2.78
C 2.04 1.12 -1.80
C 0.95 2.13 -1.75
C 0.18 -0.13 1.78
C -0.76 3.26 -3.23
C -3.08 2.17 -1.72
C -0.24 -4.02 1.58
C 0.59 -3.55 2.79
C 2.08 -1.66 2.63
C 1.56 -0.72 1.53
H -2.84 0.50 -3.35
H 3.17 -1.54 2.64
H 0.15 2.04 -0.87
H -3.73 3.00 -2.24
H 0.18 0.51 2.67
H -2.45 2.61 -0.80
H 2.96 1.20 -1.08
H 1.77 -1.34 3.63
H -1.41 0.67 -2.14
H 0.22 -4.89 1.11
H -3.86 1.41 -1.23
H 1.97 0.18 -2.51

***

# 5
25
Properties=species:S:1:pos:R:3 method="wB97M-V/def2-TZVPD" de_lowest_kj_mol=61.7 orbital_gap_ev=9.0 total_charge=+1 e_homo_ev=-12.54 lumo_energy_ev=-3.537 fmax_ev_per_a=7.1
F 2.05 -0.73 0.15
N -0.46 0.14 -0.38
N -0.55 -0.94 -2.34
C -0.83 -1.97 -3.37
C -1.01 0.28 -2.54
C 0.49 -0.03 3.23
C 0.61 2.26 2.39
C -0.08 0.46 0.95
C 0.26 1.82 1.12
C 0.74 1.37 3.42
C -0.09 -0.44 2.04
C -0.23 -1.01 -1.03
C -1.05 0.95 -1.35
H -0.26 -2.83 -3.26
H -0.38 -1.51 1.95
H -1.30 0.51 -3.54
H 2.84 -1.51 0.71
H 1.18 1.72 4.34
H 0.74 3.43 2.57
H -1.34 1.93 -1.08
H 0.94 -0.69 3.93
H -1.87 -2.27 -3.43
H -0.02 -1.81 -0.39
H 0.19 2.42 0.17
H -0.58 -1.56 -4.27

***

# 6
26
Properties=species:S:1:pos:R:3 method="wB97M-V/def2-TZVPD" de_lowest_kj_mol=558.4 orbital_gap_ev=8.0 e_homo_ev=-7.81 lumo_energy_ev=0.193 fmax_ev_per_a=5.1
F 1.16 -1.42 1.81
O -1.76 -0.54 -1.12
O -0.50 -2.26 -0.27
N -1.49 -1.18 -0.13
C -1.76 -0.80 1.06
C 0.43 -1.80 -2.41
C 0.86 -0.82 -3.24
C 0.65 -1.73 -0.97
C -2.78 0.23 1.42
C 1.19 -0.29 1.02
C 1.73 0.90 1.68
C 1.13 0.74 -1.30
C 1.17 0.47 -2.64
C 1.09 -0.35 -0.35
H 0.05 -2.84 -2.80
H 0.79 -0.87 -4.29
H 1.35 1.41 -3.15
H -3.65 -0.05 1.95
H -2.93 0.79 0.53
H 2.08 1.62 1.01
H 1.28 -2.59 -0.57
H -2.28 0.79 2.12
H -1.42 -1.62 1.74
H 1.21 1.70 -0.78
H 2.38 0.52 2.52
H 0.85 1.52 2.25

***

# 7
28
Properties=species:S:1:pos:R:3 method="wB97M-V/def2-TZVPD" orbital_gap_ev="6.3 / 5.5" total_charge=+1 spin_multiplicity=5 e_homo_ev="-10.39 / -12.27" lumo_energy_ev="-4.106 / -6.771" fmax_ev_per_a=8.9
Fe -2.22 -0.93 1.57
O -4.54 -1.53 3.14
O -1.34 -3.67 1.95
O 2.33 2.07 -1.06
O -0.61 -0.41 3.89
N 2.28 0.64 -0.76
C -1.89 -0.55 -0.59
C -3.71 -1.18 2.40
C 3.63 0.31 -0.27
C -1.74 -2.61 1.70
C -0.41 1.47 -0.38
C 0.07 -0.30 -2.09
C -0.95 -1.07 -1.55
C 0.35 1.00 -1.62
C -1.25 -0.40 2.92
C -1.65 0.70 -0.01
H 3.55 -0.23 0.67
H 4.13 -0.28 -1.05
H 0.75 -0.72 -2.84
H -2.86 -1.07 -0.40
H 0.25 1.42 0.50
H -0.63 2.54 -0.48
H 2.65 2.51 -0.26
H -2.44 1.31 0.50
H 0.87 1.72 -2.23
H 4.21 1.22 -0.12
H 2.21 0.15 -1.67
H -1.06 -2.11 -1.86

***

# 8
27
Properties=species:S:1:pos:R:3 method="wB97M-V/def2-TZVPD" de_lowest_kj_mol=383.9 orbital_gap_ev="6.2 / 6.1" total_charge=-1 e_homo_ev="-3.72 / -3.59" lumo_energy_ev="2.526 / 2.529" fmax_ev_per_a=5.5
I -0.46 -2.91 -0.01
S -3.31 1.44 -0.09
O -3.45 1.34 -1.59
O -1.05 0.20 -2.05
O -4.53 0.98 0.67
C 2.67 0.12 -0.57
C -0.22 -0.12 2.27
C 0.12 -0.86 -0.16
C -2.09 0.10 0.31
C 0.08 1.23 0.04
C 2.84 -0.57 -2.03
C -0.80 0.20 -0.70
C -1.72 -0.14 1.78
C 1.62 -0.55 0.23
C 0.53 0.16 0.95
H 3.00 -1.71 -1.80
H 3.72 0.15 -0.22
H -1.98 0.32 -2.10
H 1.90 -0.38 -2.56
H 2.27 1.08 -0.62
H 0.00 -1.04 2.61
H 1.92 -1.38 0.70
H 3.78 -0.09 -2.29
H 0.01 2.28 0.13
H -2.40 0.53 2.21
H -2.30 -0.99 1.90
H -0.16 0.60 2.98

***

# 9
24
Properties=species:S:1:pos:R:3 method="wB97M-V/def2-TZVPD" de_lowest_kj_mol=253.0 orbital_gap_ev=9.2 e_homo_ev=-8.30 lumo_energy_ev=0.928 fmax_ev_per_a=3.3
N -1.99 0.60 -1.00
N -2.01 -0.82 -0.88
C -0.86 -0.13 -1.47
C -1.98 1.23 0.33
C 2.41 1.18 -0.09
C 1.25 -1.25 -0.58
C -1.94 -1.16 0.53
C 0.53 -0.10 -0.85
C 3.10 0.07 0.30
C -1.56 0.13 1.32
C 2.51 -1.15 0.11
C 1.15 1.15 -0.66
H -0.50 0.15 1.64
H 2.85 2.19 0.18
H -0.74 -0.16 -2.53
H -3.01 1.50 0.54
H -2.20 0.09 2.17
H 2.91 -2.18 0.37
H 0.63 2.06 -0.96
H -1.18 -1.93 0.60
H -2.94 -1.61 0.80
H 0.94 -2.26 -0.86
H -1.44 2.19 0.25
H 4.07 0.24 0.77

***

# 10
24
Properties=species:S:1:pos:R:3 method="wB97M-V/def2-TZVPD" de_lowest_kj_mol=245.2 orbital_gap_ev=9.1 e_homo_ev=-8.33 lumo_energy_ev=0.741 fmax_ev_per_a=3.3
N 1.95 -0.60 1.59
N 2.46 -0.67 0.28
C -3.16 -0.61 0.31
C -2.98 0.81 0.43
C 0.42 -1.42 -0.87
C 0.66 0.88 -0.54
C -0.65 0.50 0.02
C -2.09 -1.39 -0.01
C -1.72 1.31 0.25
C 1.58 -0.36 -0.84
C 0.93 2.11 -1.00
C -0.82 -0.86 -0.25
H 0.85 -2.25 -0.33
H 1.81 2.31 -1.49
H -3.80 1.48 0.68
H 1.55 0.33 1.74
H 1.25 -1.33 1.84
H 3.42 -0.44 0.15
H 2.16 -0.23 -1.85
H -1.75 2.40 0.45
H -2.32 -2.43 -0.37
H -4.07 -1.07 0.50
H 0.27 3.02 -1.18
H 0.23 -1.75 -1.88

***

# 11
31
Properties=species:S:1:pos:R:3 method="wB97M-V/def2-TZVPD" orbital_gap_ev="5.4 / 5.5" total_charge=+3 spin_multiplicity=4 e_homo_ev="-18.94 / -18.95" lumo_energy_ev="-13.579 / -13.423" fmax_ev_per_a=12.1
Nd 0.00 -1.13 -2.02
O -0.01 0.09 -5.59
O 3.24 0.23 -3.38
O 0.07 -0.05 -0.12
O -3.23 0.17 -3.36
O -0.04 4.84 -3.51
O 0.02 -4.27 -3.58
N 0.34 1.21 1.70
N -0.35 -1.20 1.82
C -0.68 -2.32 0.92
C 0.02 0.00 1.18
C 0.70 2.32 0.80
C 0.42 1.48 3.14
C 2.17 -0.03 -2.93
C -0.45 -1.56 3.27
C -0.01 -0.06 -4.46
C 0.01 3.72 -3.23
C 0.02 -3.19 -3.10
C -2.19 -0.07 -2.92
H -0.24 -0.65 3.78
H 1.10 0.79 3.62
H 0.94 3.22 1.38
H 0.34 -2.28 3.57
H 0.72 2.50 3.40
H -0.53 1.27 3.61
H -1.02 -3.18 1.50
H -1.53 -2.06 0.25
H 0.22 -2.67 0.37
H -0.13 2.60 0.14
H -1.50 -1.83 3.53
H 1.58 2.09 0.20

***

# 12
27
Properties=species:S:1:pos:R:3 method="wB97M-V/def2-TZVPD" de_lowest_kj_mol=26.0 orbital_gap_ev=9.8 e_homo_ev=-9.34 lumo_energy_ev=0.450 fmax_ev_per_a=4.2
O 2.11 1.86 -0.08
O 1.36 -1.26 0.90
O 3.19 -2.27 0.05
N -2.41 -2.06 -0.60
N 2.33 -0.32 -0.88
C -3.25 -0.02 0.28
C -0.84 -0.52 0.26
C 0.56 -0.06 0.76
C 0.49 1.23 -1.88
C 1.46 0.76 -0.65
C 2.36 -1.38 0.04
C 0.68 0.72 2.11
C -1.17 -1.76 -0.19
C -3.47 -1.33 -0.24
C -1.92 0.37 0.41
H 0.45 0.38 -2.59
H 2.92 -0.23 -1.60
H 3.04 1.75 0.11
H -4.03 0.70 0.57
H 0.03 0.10 2.76
H 1.84 0.80 2.27
H 0.91 2.25 -2.28
H -4.35 -1.86 -0.67
H -1.71 1.41 0.71
H 0.09 1.72 1.99
H -0.25 -2.40 -0.14
H -0.42 1.42 -1.39